Below is an isolated molecule of C21H15NO5, with properties calculated with ωB97M-V/def2-TZVPD.

- energy (hartree) = -1240.19985
- structure (SMILES) = COc1cccc(-c2c(NC(=O)c3ccco3)oc3ccccc3c2=O)c1
- F_max (Eh/bohr) = 0.0255
- energy above the lowest of the compared OMol25 structures with the same formula, charge and spin (eV) = 0.719
- HOMO-LUMO gap (eV) = 8.230

Each line ends with the natural charge from an NBO analysis.
CARTESIAN COORDINATES (ANGSTROEM)
C (-4.543, -0.212, -1.300)  -0.259
O (-3.924, 0.837, -2.010)  -0.494
C (-2.582, 1.003, -1.878)  0.312
C (-2.048, 2.162, -2.447)  -0.251
C (-0.698, 2.420, -2.351)  -0.190
C (0.140, 1.553, -1.669)  -0.233
C (-0.381, 0.404, -1.091)  0.064
C (0.499, -0.517, -0.345)  -0.280
C (0.154, -1.018, 0.871)  0.563
N (-1.011, -0.724, 1.568)  -0.644
C (-1.742, 0.445, 1.628)  0.658
O (-2.914, 0.412, 1.940)  -0.576
C (-1.022, 1.688, 1.368)  0.131
C (-1.528, 2.930, 1.067)  -0.206
C (-0.417, 3.788, 0.955)  -0.316
C (0.678, 3.014, 1.209)  0.126
O (0.326, 1.751, 1.461)  -0.395
O (0.872, -1.932, 1.559)  -0.455
C (2.054, -2.364, 1.046)  0.385
C (2.768, -3.311, 1.777)  -0.275
C (3.977, -3.767, 1.297)  -0.173
C (4.484, -3.291, 0.091)  -0.230
C (3.776, -2.358, -0.631)  -0.136
C (2.549, -1.879, -0.165)  -0.222
C (1.780, -0.897, -0.951)  0.533
O (2.177, -0.470, -2.021)  -0.570
C (-1.739, 0.116, -1.224)  -0.340
H (-5.612, -0.083, -1.461)  0.199
H (-4.327, -0.148, -0.229)  0.195
H (-4.239, -1.192, -1.682)  0.171
H (-2.716, 2.836, -2.959)  0.222
H (-0.291, 3.312, -2.802)  0.215
H (1.192, 1.769, -1.584)  0.227
H (-1.434, -1.509, 2.051)  0.424
H (-2.562, 3.171, 0.936)  0.245
H (-0.429, 4.832, 0.722)  0.235
H (1.724, 3.248, 1.246)  0.210
H (2.360, -3.667, 2.710)  0.228
H (4.533, -4.500, 1.863)  0.219
H (5.432, -3.656, -0.274)  0.219
H (4.139, -1.970, -1.571)  0.241
H (-2.124, -0.806, -0.818)  0.223

Below is a structure of composition C3H4CuO5, with properties calculated with ωB97M-V/def2-TZVPD.

- multiplicity = 3
- total charge = +1
- energy (hartree) = -2133.02261
- F_max (Eh/bohr) = 0.0798
- HOMO-LUMO gap (alpha / beta) (eV) = 10.990 / 7.061

Each line ends with the natural charge from an NBO analysis.
CARTESIAN COORDINATES (ANGSTROEM)
C (0.108, -2.467, -0.328)  0.279
C (1.003, -1.616, -1.019)  0.256
O (1.296, -0.346, -0.847)  -0.441
C (0.440, 0.726, -0.619)  0.962
O (0.800, 1.834, -1.011)  -0.579
O (-0.378, 0.571, 0.317)  -0.851
O (-0.755, -2.147, 0.549)  -0.495
H (0.073, -3.498, -0.688)  0.234
H (1.502, -2.035, -1.894)  0.232
H (-0.811, -1.129, 0.637)  0.543
O (-1.460, 3.637, 1.656)  -0.962
H (-1.128, 4.163, 2.381)  0.492
Cu (-0.691, 2.306, 0.864)  1.329

Below is a structure of composition C17H34NNdO2P2, with properties calculated with ωB97M-V/def2-TZVPD.

- multiplicity = 4
- energy (hartree) = -2117.34860
- F_max (Eh/bohr) = 0.0675
- HOMO-LUMO gap (alpha / beta) (eV) = 4.419 / 4.383

Each line ends with the natural charge from an NBO analysis.
CARTESIAN COORDINATES (ANGSTROEM)
C (3.959, 0.605, -0.490)  -0.265
C (2.624, 0.734, -0.090)  0.277
N (1.631, -0.041, -0.605)  -0.551
C (2.013, -1.130, -1.316)  0.239
C (3.328, -1.387, -1.637)  -0.263
C (4.329, -0.503, -1.268)  -0.129
C (2.337, 1.786, 0.982)  -0.819
P (0.930, 1.490, 2.103)  0.841
Nd (-0.800, 0.594, -0.132)  1.355
P (-0.755, -1.675, -1.936)  0.838
C (1.065, -2.177, -1.769)  -0.726
O (1.545, 4.095, -0.726)  -0.984
O (-0.935, 2.934, -0.765)  -1.204
H (4.682, 1.346, -0.140)  0.227
H (3.562, -2.269, -2.206)  0.221
H (5.366, -0.645, -1.549)  0.223
C (1.858, 0.718, 3.503)  -0.922
C (0.762, 3.177, 2.760)  -0.933
H (1.372, -2.527, -2.769)  0.231
H (1.066, -3.052, -1.082)  0.253
H (2.213, 2.774, 0.460)  0.329
H (3.233, 1.829, 1.633)  0.235
C (-1.506, -3.334, -1.876)  -0.934
C (-0.677, -1.311, -3.732)  -0.936
H (-0.583, 2.363, -2.057)  0.154
H (-1.706, 3.489, -1.083)  0.486
H (0.640, 3.796, -1.004)  0.520
H (2.110, 4.095, -1.520)  0.469
H (-0.765, -1.679, 2.016)  0.159
H (-0.559, 1.752, -2.738)  -0.226
H (2.525, 1.449, 3.992)  0.224
H (1.121, 0.340, 4.248)  0.244
H (2.463, -0.129, 3.136)  0.236
H (1.653, 3.498, 3.310)  0.222
H (0.580, 3.882, 1.943)  0.264
H (-0.099, 3.204, 3.438)  0.240
H (-0.364, -2.191, -4.303)  0.217
H (-1.671, -0.973, -4.060)  0.243
H (0.030, -0.491, -3.885)  0.247
H (-1.325, -3.885, -2.803)  0.224
H (-1.102, -3.921, -1.038)  0.246
H (-2.589, -3.219, -1.717)  0.254
C (-5.121, -0.874, 0.397)  -0.588
C (-4.208, -1.273, 1.557)  -0.139
C (-4.597, -0.500, 2.823)  -0.592
C (-4.330, -2.765, 1.838)  -0.596
C (-2.725, -0.958, 1.239)  -0.216
C (-1.496, -1.129, 1.436)  -0.728
H (-6.164, -1.111, 0.634)  0.193
H (-4.845, -1.411, -0.514)  0.203
H (-5.046, 0.193, 0.167)  0.215
H (-5.617, -0.755, 3.137)  0.199
H (-3.907, -0.757, 3.639)  0.207
H (-4.518, 0.586, 2.678)  0.210
H (-4.062, -3.353, 0.958)  0.200
H (-3.632, -3.049, 2.631)  0.208
H (-5.342, -3.025, 2.150)  0.197

Below is a structure of composition C32H27BrCsN7S, with properties calculated with ωB97M-V/def2-TZVPD.

- energy (hartree) = -4611.22975
- F_max (Eh/bohr) = 0.0180
- energy above the lowest of the compared OMol25 structures with the same formula, charge and spin (eV) = 0.344
- HOMO-LUMO gap (eV) = 4.845

Each line ends with the Löwdin charge.
CARTESIAN COORDINATES (ANGSTROEM)
Cs (0.478, -0.513, -0.770)  0.910
Br (8.068, -4.108, -0.536)  0.733
C (6.775, -2.719, -0.621)  -0.686
C (7.193, -1.404, -0.745)  -0.125
C (6.253, -0.393, -0.824)  -0.020
C (4.883, -0.683, -0.777)  -0.266
C (4.496, -2.022, -0.662)  -0.014
C (5.428, -3.038, -0.576)  -0.114
N (3.845, 0.252, -0.860)  0.095
C (4.043, 1.494, -0.681)  -0.093
C (2.995, 2.507, -0.785)  -0.266
C (3.348, 3.853, -0.663)  -0.019
C (2.367, 4.825, -0.730)  -0.052
C (1.053, 4.429, -0.921)  -0.036
C (0.794, 3.071, -1.057)  -0.139
N (1.725, 2.132, -0.996)  -0.016
H (8.249, -1.174, -0.781)  0.102
H (6.604, 0.623, -0.947)  0.104
H (3.438, -2.257, -0.630)  0.065
H (5.120, -4.070, -0.479)  0.106
H (5.029, 1.891, -0.417)  0.117
H (4.387, 4.120, -0.517)  0.112
H (2.618, 5.874, -0.633)  0.111
H (0.249, 5.149, -0.965)  0.110
H (-0.224, 2.727, -1.221)  0.103
N (-2.237, -0.593, -1.061)  -0.162
C (-3.288, 0.007, -0.739)  -0.471
C (-3.265, 1.480, -0.360)  -0.202
C (-4.034, 2.398, -1.077)  -0.042
C (-3.912, 3.761, -0.848)  -0.090
C (-3.034, 4.229, 0.121)  -0.115
C (-2.281, 3.324, 0.856)  -0.112
C (-2.392, 1.961, 0.612)  -0.069
C (-4.669, -0.625, -0.751)  -0.189
C (-4.926, -1.688, -1.611)  -0.058
C (-6.165, -2.308, -1.629)  -0.099
C (-7.171, -1.880, -0.773)  -0.112
C (-6.926, -0.829, 0.097)  -0.097
C (-5.687, -0.202, 0.103)  -0.048
H (-4.725, 2.032, -1.827)  0.117
H (-4.512, 4.461, -1.419)  0.098
H (-2.942, 5.292, 0.306)  0.094
H (-1.604, 3.682, 1.624)  0.100
H (-1.799, 1.256, 1.186)  0.090
H (-4.127, -2.013, -2.267)  0.087
H (-6.351, -3.129, -2.312)  0.094
H (-8.141, -2.362, -0.787)  0.094
H (-7.705, -0.495, 0.773)  0.096
H (-5.507, 0.621, 0.785)  0.110
N (0.765, -0.609, 7.711)  0.172
C (0.741, -0.609, 6.562)  -0.171
C (0.705, -0.604, 5.132)  -0.217
C (1.821, -0.214, 4.394)  -0.002
C (1.726, -0.219, 3.014)  -0.128
N (0.626, -0.576, 2.356)  -0.005
C (-0.433, -0.955, 3.067)  -0.120
C (-0.449, -0.986, 4.451)  0.006
H (2.734, 0.082, 4.891)  0.121
H (2.572, 0.077, 2.402)  0.109
H (-1.310, -1.247, 2.499)  0.120
H (-1.330, -1.298, 4.993)  0.124
N (0.956, -3.979, -3.399)  0.081
C (0.168, -3.965, -2.298)  -1.009
N (-1.158, -3.999, -2.502)  0.104
S (0.828, -3.888, -0.771)  0.497
H (0.577, -4.187, -4.308)  0.102
H (1.933, -4.149, -3.250)  0.086
H (-1.540, -3.893, -3.427)  0.107
H (-1.747, -3.729, -1.729)  0.088

Below is an isolated molecule of C2H4N2O2S2, with properties calculated with ωB97M-V/def2-TZVPD.

- energy (hartree) = -1134.93860
- structure (SMILES) = O=CO/C(=N/S)NS
- F_max (Eh/bohr) = 0.0378
- energy above the lowest of the compared OMol25 structures with the same formula, charge and spin (eV) = 0.504
- HOMO-LUMO gap (eV) = 9.413

Each line ends with the natural charge from an NBO analysis.
CARTESIAN COORDINATES (ANGSTROEM)
O (-2.116, 0.339, -1.116)  -0.565
C (-2.201, -0.551, -0.291)  0.643
O (-1.188, -1.012, 0.469)  -0.501
C (0.066, -0.434, 0.250)  0.635
N (0.928, -1.186, -0.277)  -0.588
S (2.543, -0.646, -0.380)  0.170
N (0.164, 0.849, 0.747)  -0.788
S (0.689, 2.127, -0.279)  0.220
H (-3.125, -1.097, -0.080)  0.138
H (3.035, -1.856, -0.724)  0.121
H (-0.650, 1.111, 1.313)  0.404
H (1.856, 2.355, 0.367)  0.109

Below is a cluster of 3 separate species, C4H13NO3 in total, with properties calculated with ωB97M-V/def2-TZVPD.

- multiplicity = 2
- total charge = -1
- energy (hartree) = -440.61027
- F_max (Eh/bohr) = 0.0967
- energy above the lowest of the compared OMol25 structures with the same formula, charge and spin (eV) = 1.676
- HOMO-LUMO gap (alpha / beta) (eV) = 2.383 / 8.010

Each line ends with the natural charge from an NBO analysis.
CARTESIAN COORDINATES (ANGSTROEM)
C (1.129, 2.230, 0.592)  -0.777
C (0.635, 0.799, 0.506)  0.475
N (1.207, 0.056, -0.556)  -0.516
C (1.440, -1.374, -0.252)  -0.414
C (0.504, 0.294, -1.818)  -0.442
O (-0.123, 0.345, 1.324)  -0.809
H (0.364, 2.798, 1.104)  0.205
H (2.051, 2.168, 1.179)  0.131
H (1.463, 2.656, -0.353)  0.198
H (0.609, -1.968, -0.642)  0.169
H (1.640, -1.446, 0.803)  0.210
H (2.318, -1.637, -0.825)  0.172
H (-0.557, 0.526, -1.683)  0.180
H (0.911, 1.168, -2.321)  0.176
H (0.642, -0.536, -2.505)  0.166
H (-1.678, -1.899, -0.332)  0.463
H (-2.871, -2.692, -0.604)  0.431
O (-2.084, -2.387, -1.092)  -0.984
H (-2.027, 0.718, 2.923)  0.488
H (-2.680, -0.242, 1.939)  0.458
O (-2.891, 0.423, 2.615)  -0.983

Below is an isolated molecule of C4H3ClF2O2, with properties calculated with ωB97M-V/def2-TZVPD.

- energy (hartree) = -964.58942
- structure (SMILES) = CC(=O)C(=O)C(F)(F)Cl
- F_max (Eh/bohr) = 0.0649
- energy above the lowest of the compared OMol25 structures with the same formula, charge and spin (eV) = 0.000
- HOMO-LUMO gap (eV) = 9.858

Each line ends with the natural charge from an NBO analysis.
CARTESIAN COORDINATES (ANGSTROEM)
C (1.078, 1.347, 0.193)  -0.747
C (0.976, -0.046, -0.258)  0.491
O (1.544, -0.563, -1.188)  -0.470
C (-0.047, -0.872, 0.510)  0.421
O (0.229, -1.636, 1.362)  -0.426
C (-1.428, -0.813, -0.172)  0.601
F (-2.414, -0.929, 0.701)  -0.299
F (-1.632, 0.374, -0.748)  -0.318
Cl (-1.588, -2.111, -1.429)  -0.026
H (0.171, 2.004, -0.130)  0.273
H (1.009, 1.398, 1.302)  0.243
H (2.101, 1.847, -0.143)  0.257

Below is a cluster of 2 separate species, H6NO in total, with properties calculated with ωB97M-V/def2-TZVPD.

- total charge = +1
- energy (hartree) = -133.32867
- F_max (Eh/bohr) = 0.0207
- energy above the lowest of the compared OMol25 structures with the same formula, charge and spin (eV) = 0.517
- HOMO-LUMO gap (eV) = 10.771

Each line ends with the natural charge from an NBO analysis.
CARTESIAN COORDINATES (ANGSTROEM)
O (2.442, 0.017, -3.003)  -0.970
H (2.869, 0.901, -2.934)  0.482
H (3.192, -0.616, -3.074)  0.489
N (0.000, 0.000, 0.000)  -0.875
H (0.120, -0.051, -1.030)  0.479
H (0.377, -0.864, 0.435)  0.466
H (-1.009, 0.090, 0.227)  0.464
H (0.512, 0.824, 0.368)  0.465